Record 1
C18H29Br2Cl12F3NO4S2 | ωB97M-V with the def2-TZVPD basis set

Each line ends with the Löwdin charge.
Element x y z (Å)
1 C 1.472 -0.712 6.405  0.0601
2 C 0.607 -0.508 5.558  -0.1821
3 S -0.245 -0.679 3.925  0.5278
4 O -0.654 -2.078 3.665  -0.3751
5 O -1.437 0.197 3.969  -0.3980
6 N 0.710 -0.169 2.637  -0.3364
7 S 2.362 -0.199 2.980  0.5644
8 O 2.712 1.051 3.700  -0.3940
9 O 2.861 -1.446 3.603  -0.3856
10 C 3.188 -0.091 1.308  -0.2360
11 C 4.055 1.228 1.129  -0.2033
12 C 4.955 1.018 -0.196  -0.7086
13 F 4.457 -0.039 -1.017  -0.0602
14 Br 4.996 2.659 -1.319  0.7586
15 C 6.482 0.678 0.162  -0.8157
16 F 7.134 0.335 -1.037  -0.0290
17 F 7.104 1.800 0.706  -0.0166
18 Br 6.638 -0.846 1.410  0.8236
19 H 2.203 -0.950 7.224  0.0626
20 H 3.780 -1.050 1.166  0.0730
21 H 2.385 -0.090 0.510  0.0970
22 H 3.374 2.099 0.908  0.0497
23 H 4.690 1.449 2.040  0.1215
24 Cl 1.652 2.870 -0.885  0.5448
25 C 0.734 3.245 -2.365  -0.6792
26 C 1.603 3.872 -3.432  -0.6747
27 Cl 2.134 5.516 -2.991  0.5309
28 H -0.099 3.895 -2.090  0.0712
29 H 0.322 2.303 -2.728  -0.0047
30 H 1.039 3.962 -4.362  0.0460
31 H 2.491 3.271 -3.630  0.0605
32 Cl -3.560 -0.398 -4.253  0.5285
33 C -3.240 0.984 -3.176  -0.6967
34 C -2.753 2.200 -3.931  -0.6224
35 Cl -1.117 1.962 -4.599  0.6101
36 H -2.518 0.665 -2.423  0.0576
37 H -4.180 1.214 -2.670  -0.0254
38 H -2.698 3.056 -3.256  0.0759
39 H -3.420 2.458 -4.754  0.0681
40 Cl -3.217 -3.282 -1.611  0.5043
41 C -1.803 -3.651 -0.590  -0.7028
42 C -1.683 -2.692 0.574  -0.6449
43 Cl -1.254 -1.048 0.038  0.5580
44 H -0.913 -3.631 -1.223  -0.0356
45 H -1.934 -4.670 -0.221  0.0674
46 H -0.891 -3.021 1.250  0.0663
47 H -2.611 -2.632 1.144  0.0644
48 Cl -5.664 -0.036 -1.403  0.6153
49 C -6.769 -0.238 -0.021  -0.6408
50 C -6.182 -1.156 1.026  -0.6566
51 Cl -6.080 -2.841 0.466  0.5304
52 H -7.724 -0.607 -0.397  0.0670
53 H -6.934 0.753 0.406  0.0728
54 H -6.811 -1.157 1.917  0.0714
55 H -5.180 -0.836 1.316  0.0731
56 Cl 0.603 -5.154 -2.000  0.6179
57 C 0.308 -5.136 -3.757  -0.6335
58 C 1.310 -5.981 -4.513  -0.6712
59 Cl 2.945 -5.276 -4.483  0.5362
60 H 0.324 -4.098 -4.091  0.0773
61 H -0.698 -5.528 -3.912  0.0772
62 H 1.016 -6.052 -5.562  0.0698
63 H 1.370 -6.992 -4.107  0.0660
64 Cl 1.339 4.734 5.038  0.5246
65 C -0.313 4.345 4.490  -0.6622
66 C -0.345 3.145 3.569  -0.6628
67 Cl 0.414 3.485 1.994  0.5313
68 H -0.725 5.233 4.008  0.0596
69 H -0.902 4.139 5.385  0.0689
70 H -1.378 2.862 3.366  0.0687
71 H 0.163 2.286 4.008  0.0344

Atoms 1-3, force components in eV/Å:
-0.8 0.0 -0.2
1.2 -1.1 -0.3
-2.0 -0.2 -2.3

Calculated values
Energy relative to the best compared isomer or geometry (same formula, charge and spin) ... 165.43 kJ/mol
E_LUMO ... 2.0 eV
HOMO energy ... -0.2139 Eh
Total charge ... -1
HOMO-LUMO gap ... 7.866 eV

=====

Record 2
C18H29CsN3O3V | ωB97M-V with the def2-TZVPD basis set

Each line ends with the Löwdin charge.
Element x y z (Å)
1 N 0.365 -0.518 1.621  0.0482
2 C -0.239 -0.602 2.707  -0.2956
3 O -0.819 -0.704 3.731  0.2411
4 Cs 1.297 -3.280 -1.227  1.4663
5 V -0.010 -0.149 -0.245  1.0845
6 N 1.418 -0.875 -1.366  -0.5412
7 N 0.190 1.718 -0.283  -0.1071
8 C 2.839 -0.403 -1.247  -0.6526
9 C 0.482 2.747 0.732  -0.6217
10 C 3.756 -1.207 -2.185  -0.0496
11 C 2.958 1.073 -1.627  -0.0258
12 C 3.248 -0.617 0.207  -0.0419
13 C -0.742 2.895 1.635  0.0010
14 C 0.794 4.096 0.087  -0.0173
15 C 1.680 2.332 1.573  -0.0312
16 H 3.924 -2.246 -1.849  0.0582
17 H 4.747 -0.732 -2.199  0.1149
18 H 3.382 -1.219 -3.220  0.0966
19 H 2.785 1.224 -2.701  0.0962
20 H 3.973 1.433 -1.397  0.1181
21 H 2.239 1.685 -1.069  0.0478
22 H 2.499 -0.234 0.917  0.0394
23 H 4.204 -0.105 0.396  0.1169
24 H 3.394 -1.686 0.439  0.0830
25 H -1.617 3.194 1.048  0.0965
26 H -0.545 3.662 2.394  0.1169
27 H -0.973 1.951 2.143  0.0782
28 H -0.077 4.520 -0.425  0.0935
29 H 1.622 4.014 -0.629  0.0996
30 H 1.093 4.805 0.869  0.1141
31 H 1.862 3.113 2.325  0.1147
32 H 2.587 2.240 0.964  0.0859
33 H 1.507 1.394 2.104  0.0579
34 C 0.809 -0.733 -2.701  -0.1888
35 H -0.294 -0.735 -2.594  0.0872
36 H 1.094 0.202 -3.217  0.1046
37 H 1.086 -1.556 -3.395  0.0819
38 C -0.661 2.167 -1.397  -0.0594
39 H -1.237 1.323 -1.810  0.0893
40 H -1.384 2.933 -1.074  0.1138
41 H -0.068 2.597 -2.223  0.1238
42 O -1.035 -2.073 -0.382  -0.2759
43 C -2.068 -1.516 0.184  -0.5023
44 O -2.073 -0.243 0.348  -0.0270
45 C -3.177 -2.359 0.687  -0.1487
46 C -4.186 -1.756 1.443  0.0047
47 C -5.218 -2.543 1.952  -0.0328
48 C -5.235 -3.922 1.700  -0.0241
49 C -4.211 -4.516 0.947  -0.0377
50 C -3.175 -3.734 0.440  -0.0057
51 H -4.146 -0.683 1.626  0.1277
52 H -6.011 -2.079 2.542  0.1223
53 H -6.046 -4.536 2.094  0.1243
54 H -4.222 -5.589 0.756  0.1204
55 H -2.367 -4.170 -0.150  0.1170

Atoms 1-3, force components in eV/Å:
-0.8 0.3 -1.4
-1.2 -0.2 1.1
1.8 0.3 -2.9

Calculated values
E_LUMO (spin up / spin down) ... -9.3 / -9.2 eV
HOMO energy (spin up / spin down) ... -0.5401 / -0.5401 Eh
Total charge ... +2
HOMO-LUMO gap (spin up / spin down) ... 5.405 / 5.482 eV

=====

Record 3
C18H29IrN7OSSb | ωB97M-V with the def2-TZVPD basis set

Each line ends with the natural charge from an NBO analysis.
Element x y z (Å)
1 Ir -0.332 -0.442 1.061  1.0720
2 N -1.171 -3.898 3.506  -0.7368
3 C -1.360 -2.738 2.895  0.2954
4 S -1.351 -2.735 1.145  -0.0613
5 N -1.609 -1.649 3.577  -0.3639
6 N -1.624 -0.506 2.963  -0.2315
7 C -2.258 0.543 3.356  0.0553
8 C -2.147 1.731 2.549  0.1487
9 C -2.774 2.929 2.910  -0.1877
10 C -2.699 4.013 2.056  -0.1141
11 C -2.009 3.875 0.858  -0.2314
12 C -1.401 2.662 0.581  0.0518
13 N -1.455 1.621 1.400  -0.5041
14 H -1.061 -4.745 2.969  0.4262
15 H -1.165 -3.953 4.512  0.4293
16 H -2.894 0.535 4.235  0.2347
17 H -3.315 2.986 3.840  0.2497
18 H -3.181 4.944 2.312  0.2534
19 H -1.966 4.681 0.144  0.2506
20 H -0.867 2.515 -0.353  0.1954
21 C 1.845 0.402 -2.973  -0.6278
22 C 0.408 0.884 -2.997  -0.6936
23 Sb -0.883 -0.276 -1.667  1.0684
24 C -2.864 0.473 -2.209  -0.6773
25 C -2.986 0.931 -3.649  -0.6303
26 C -0.772 -2.247 -2.599  -0.6827
27 C -0.862 -2.223 -4.113  -0.6300
28 H 2.448 1.013 -3.644  0.2386
29 H 1.917 -0.631 -3.308  0.2173
30 H 2.272 0.471 -1.972  0.1931
31 H -0.028 0.761 -3.986  0.2417
32 H 0.339 1.936 -2.722  0.2221
33 H -3.096 1.291 -1.527  0.2242
34 H -3.548 -0.349 -2.004  0.2396
35 H -2.297 1.741 -3.880  0.2102
36 H -3.997 1.301 -3.818  0.2428
37 H -2.815 0.118 -4.349  0.2164
38 H -1.589 -2.823 -2.164  0.2386
39 H 0.171 -2.687 -2.270  0.2325
40 H -1.826 -1.850 -4.452  0.2146
41 H -0.757 -3.240 -4.489  0.2440
42 H -0.072 -1.625 -4.563  0.2095
43 C 4.031 -2.664 2.307  -0.4099
44 N 3.694 -1.347 1.806  -0.3740
45 C 4.635 -0.431 1.498  0.1476
46 C 4.298 0.798 1.027  -0.3652
47 C 2.918 1.098 0.859  0.4847
48 N 2.006 0.164 1.132  -0.6599
49 C 2.370 -1.045 1.619  0.7647
50 O 1.478 -1.863 1.873  -0.6472
51 N 2.498 2.279 0.410  -0.7335
52 H 5.104 -2.819 2.254  0.2315
53 H 3.522 -3.418 1.707  0.2386
54 H 3.698 -2.773 3.340  0.2346
55 H 5.663 -0.727 1.647  0.2487
56 H 5.055 1.526 0.786  0.2581
57 H 3.146 3.027 0.229  0.4278
58 H 1.510 2.457 0.345  0.4101

Atoms 1-3, force components in eV/Å:
-0.5 -1.0 0.4
0.0 -0.3 0.2
-0.2 0.6 -0.6

Calculated values
Energy relative to the best compared isomer or geometry (same formula, charge and spin) ... 72.95 kJ/mol
E_LUMO (spin up / spin down) ... -6.1 / -8.2 eV
2S+1 ... 5
HOMO energy (spin up / spin down) ... -0.4799 / -0.5109 Eh
Total charge ... +2
HOMO-LUMO gap (spin up / spin down) ... 6.936 / 5.715 eV

=====

Record 4
C18H29N3NaO3Ta | ωB97M-V with the def2-TZVPD basis set

Each line ends with the natural charge from an NBO analysis.
Element x y z (Å)
1 N -1.645 -0.669 -0.135  -0.8607
2 C -3.342 -2.398 0.322  0.5776
3 O -4.291 -2.000 0.848  -0.5508
4 Na -3.216 0.291 1.178  0.9634
5 Ta 0.021 0.026 -0.011  2.0567
6 N -0.085 1.847 -0.827  -0.4047
7 N 1.145 -1.041 -1.307  -0.5164
8 C -0.548 2.232 -2.167  0.0776
9 C 0.761 -2.219 -2.099  0.0985
10 C -0.798 3.738 -2.249  -0.6260
11 C 0.522 1.845 -3.195  -0.5906
12 C -1.888 1.582 -2.509  -0.6182
13 C 0.337 -3.357 -1.164  -0.5964
14 C 1.913 -2.726 -2.978  -0.6294
15 C -0.428 -1.890 -3.004  -0.6213
16 H -1.394 4.057 -1.385  0.2267
17 H -1.372 3.942 -3.164  0.2592
18 H 0.143 4.295 -2.306  0.2277
19 H 1.445 2.405 -2.984  0.2239
20 H 0.167 2.096 -4.210  0.2626
21 H 0.760 0.771 -3.132  0.2157
22 H -1.930 0.503 -2.351  0.2323
23 H -2.122 1.786 -3.565  0.2525
24 H -2.689 2.029 -1.906  0.2222
25 H 1.159 -3.612 -0.482  0.2197
26 H 0.099 -4.242 -1.774  0.2557
27 H -0.546 -3.074 -0.575  0.2275
28 H 2.722 -3.142 -2.362  0.2246
29 H 2.295 -1.925 -3.625  0.2249
30 H 1.512 -3.530 -3.612  0.2530
31 H -0.657 -2.782 -3.606  0.2506
32 H -0.186 -1.074 -3.699  0.2173
33 H -1.321 -1.628 -2.425  0.2314
34 C 0.810 2.777 -0.125  -0.5019
35 H 0.699 2.658 0.963  0.2614
36 H 1.871 2.619 -0.383  0.2628
37 H 0.572 3.830 -0.330  0.2735
38 C 2.568 -0.853 -1.010  -0.4598
39 H 2.689 -0.106 -0.209  0.2118
40 H 3.051 -1.780 -0.668  0.2566
41 H 3.136 -0.480 -1.877  0.2703
42 O -1.439 1.048 2.358  -0.7257
43 C -0.389 0.491 2.760  0.8112
44 O 0.549 0.092 1.917  -0.7829
45 C -0.181 0.155 4.180  -0.1538
46 C 0.637 -0.918 4.563  -0.1745
47 C 0.763 -1.217 5.922  -0.2053
48 C 0.067 -0.460 6.874  -0.1436
49 C -0.784 0.575 6.475  -0.1922
50 C -0.918 0.870 5.123  -0.1722
51 H 1.141 -1.515 3.800  0.2235
52 H 1.403 -2.042 6.240  0.2403
53 H 0.173 -0.675 7.933  0.2415
54 H -1.359 1.161 7.192  0.2396
55 H -1.604 1.633 4.760  0.2322

Atoms 1-3, force components in eV/Å:
1.0 0.9 -0.6
-2.6 0.0 1.3
2.4 -0.6 -1.3

Calculated values
E_LUMO (spin up / spin down) ... -11.1 / -11.1 eV
HOMO energy (spin up / spin down) ... -0.5307 / -0.5307 Eh
Total charge ... +2
HOMO-LUMO gap (spin up / spin down) ... 3.370 / 3.371 eV